Record 1
Density functional theory data (ωB97M-V with the def2-TZVPD basis set) for C7H4S2 as an isolated structure.

Geometry (Å):
C  -1.07  -2.06  -0.67
C  -0.31  -1.03  -0.30
C  -1.13  -0.27  0.69
C  -0.92  0.89  1.27
C  0.05  1.72  0.86
C  0.91  1.20  -0.26
C  0.89  -0.20  -0.65
S  -2.52  -1.39  0.38
S  1.87  0.08  0.90
H  -1.39  -2.80  -1.51
H  0.50  2.47  1.51
H  1.56  1.90  -0.75
H  1.55  -0.51  -1.48

Values from the calculation:
LUMO (alpha / beta)	-1.1 / -1.1	eV
F_max	0.062	Eh/bohr
2S+1	1
charge	0

Atomic partial charges in e from the Mulliken method, atoms 1 to 4:
1 C -0.3123
2 C -0.2279
3 C 0.3091
4 C -0.2828

---

Record 2
Density functional theory data (ωB97M-V with the def2-TZVPD basis set) for C56H63N3O4PS2 as an isolated structure.

Geometry (Å):
C  2.15  -1.82  0.09
C  1.32  -1.77  -1.19
N  -0.04  -1.26  -0.96
S  -0.32  0.37  -0.75
O  -1.35  0.69  -1.72
O  -0.66  0.62  0.63
N  1.11  1.00  -1.10
S  1.23  2.54  -1.46
O  0.25  3.40  -0.83
O  1.54  2.76  -2.85
P  3.09  3.01  -0.43
N  4.20  3.61  -1.36
H  2.50  -0.83  0.38
H  3.01  -2.47  -0.05
H  1.54  -2.22  0.90
H  1.18  -2.79  -1.57
H  1.83  -1.20  -1.97
H  -0.61  -1.49  -1.76
H  2.67  3.84  0.63
H  3.50  1.84  0.23
H  3.89  3.68  -2.33
C  -1.89  -2.56  -6.26
C  -2.52  -2.37  -5.04
C  -2.11  -1.35  -4.19
C  -1.07  -0.51  -4.56
C  -0.44  -0.70  -5.79
C  -0.84  -1.73  -6.63
H  -2.21  -3.36  -6.92
H  -3.34  -3.02  -4.75
H  -2.61  -1.18  -3.24
H  -0.77  0.28  -3.90
H  0.38  -0.05  -6.08
H  -0.35  -1.87  -7.58
C  5.54  8.62  -0.47
C  5.16  7.31  -0.74
C  3.82  6.97  -0.82
C  2.85  7.95  -0.64
C  3.22  9.26  -0.37
C  4.57  9.60  -0.29
H  6.59  8.88  -0.41
H  5.91  6.54  -0.88
H  3.54  5.94  -1.03
H  1.80  7.69  -0.71
H  2.47  10.03  -0.23
H  4.86  10.62  -0.08
C  -6.67  0.62  0.01
C  -5.35  0.99  -0.19
C  -4.43  0.06  -0.66
C  -4.84  -1.24  -0.93
C  -6.16  -1.61  -0.72
C  -7.08  -0.69  -0.25
H  -7.39  1.34  0.38
H  -5.03  2.00  0.01
H  -3.40  0.36  -0.82
H  -4.12  -1.97  -1.29
H  -6.47  -2.63  -0.94
H  -8.11  -0.98  -0.09
C  -6.87  -6.99  0.01
C  -6.68  -5.61  0.00
C  -6.15  -4.97  1.11
C  -5.81  -5.71  2.24
C  -6.00  -7.09  2.25
C  -6.53  -7.72  1.13
H  -7.28  -7.48  -0.86
H  -6.94  -5.04  -0.88
H  -6.01  -3.90  1.10
H  -5.40  -5.21  3.10
H  -5.73  -7.66  3.12
H  -6.67  -8.80  1.14
C  5.01  -2.80  -4.68
C  6.31  -3.08  -4.28
C  6.79  -2.56  -3.08
C  5.97  -1.77  -2.29
C  4.67  -1.49  -2.69
C  4.19  -2.00  -3.89
H  4.63  -3.20  -5.62
H  6.95  -3.70  -4.90
H  7.80  -2.78  -2.76
H  6.34  -1.38  -1.35
H  4.03  -0.87  -2.08
H  3.18  -1.78  -4.21
C  6.74  0.07  2.26
C  6.37  1.04  1.34
C  6.49  2.38  1.65
C  6.98  2.76  2.89
C  7.36  1.79  3.82
C  7.23  0.44  3.50
H  6.64  -0.98  2.01
H  5.98  0.75  0.37
H  6.19  3.13  0.93
H  7.07  3.81  3.14
H  7.74  2.09  4.79
H  7.52  -0.31  4.22
C  1.26  1.15  3.11
C  1.40  2.53  3.16
C  2.16  3.12  4.17
C  2.78  2.32  5.13
C  2.64  0.94  5.08
C  1.88  0.36  4.07
H  0.67  0.71  2.31
H  0.91  3.14  2.41
H  2.27  4.19  4.21
H  3.37  2.78  5.91
H  3.12  0.32  5.82
H  1.77  -0.72  4.02
C  -11.50  2.01  -0.16
C  -10.33  1.47  -0.67
C  -9.72  2.05  -1.78
C  -10.28  3.17  -2.37
C  -11.45  3.72  -1.86
C  -12.06  3.13  -0.75
H  -11.97  1.56  0.70
H  -9.88  0.60  -0.21
H  -8.80  1.63  -2.17
H  -9.81  3.63  -3.23
H  -11.89  4.59  -2.32
H  -12.98  3.56  -0.36
C  2.46  -5.06  3.80
C  2.61  -3.69  3.89
C  3.37  -3.13  4.90
C  4.00  -3.95  5.83
C  3.86  -5.33  5.74
C  3.09  -5.88  4.73
H  1.87  -5.50  3.01
H  2.12  -3.05  3.16
H  3.49  -2.05  4.96
H  4.60  -3.51  6.62
H  4.35  -5.97  6.47
H  2.98  -6.96  4.67

Values from the calculation:
LUMO	2.2	eV
F_max	0.015	Eh/bohr
2S+1	1
charge	-1

Atomic partial charges in e from the Mulliken method, atoms 1 to 4:
1 C -1.1654
2 C -0.3743
3 N -0.2670
4 S 0.9352

---

E_tot for the records above, in order: -1065.26847 -3774.66991 a.u.